Computed, not measured: C18H20O3S in the gas phase in a non-equilibrium geometry, with ωB97M-V/def2-TZVPD.

Last column: Mulliken charge in e.
Geometry (Å):
C -1.66123 -0.23723 2.40027  -0.87
C -0.22324 -0.23920 2.97642  -1.32
C 0.67023 -0.82367 1.99475  0.18
C 0.86526 -2.24087 1.90697  0.92
C 0.26153 -3.00650 2.96479  -0.71
C 0.53600 -4.39975 2.82924  -0.51
C 1.26993 -4.60418 1.58944  0.48
O 1.43029 -5.76848 1.18303  -0.62
S 1.79101 -3.10923 0.85617  -0.20
C 1.43286 0.19797 0.96509  0.15
C 2.73558 -0.17984 0.23924  -1.43
C 3.47677 0.97084 -0.62554  -1.56
C 0.45879 0.69395 -0.06188  0.03
C -0.12667 1.90970 0.22569  0.01
C -1.07215 2.48530 -0.72178  -1.16
C -1.40251 1.74775 -1.85511  0.66
O -2.30969 2.21913 -2.67479  -0.39
C -2.20752 2.12618 -4.02496  0.61
C -3.44679 2.64483 -4.67633  -0.98
O -1.31444 1.66617 -4.69573  -0.52
C -0.83302 0.41052 -2.16262  -0.56
C 0.06285 -0.01982 -1.21626  0.13
H -1.95351 -1.29817 2.28813  0.31
H -2.30384 0.30893 3.15456  0.32
H -1.65145 0.22201 1.48886  0.23
H 0.09364 0.77928 3.11469  0.34
H -0.12436 -0.73782 3.99861  0.51
H -0.30917 -2.77162 3.86165  0.25
H 0.07324 -5.13624 3.46478  0.43
H 1.75638 0.93582 1.65954  0.62
H 3.30503 -0.63734 0.97452  0.76
H 2.47045 -0.91488 -0.48512  0.36
H 2.93793 1.33430 -1.42727  0.35
H 4.44836 0.61069 -0.88662  0.46
H 3.81081 1.77216 0.04270  0.35
H 0.31756 2.41267 1.09129  0.35
H -1.52673 3.42353 -0.55122  0.49
H -4.12522 3.11422 -3.98737  0.31
H -3.93516 1.88228 -5.36797  0.25
H -3.21120 3.46382 -5.43660  0.29
H -1.09628 -0.26733 -2.94032  0.47
H 0.62968 -0.93986 -1.47293  0.22

The value obtained for the energy above the lowest of the compared OMol25 structures with the same formula, charge and spin is 62.2 kcal per mole. As for the structure (SMILES): CC/C(=C1\C=CC(=O)S1)[C@@H](CC)c1ccc(OC(C)=O)cc1. The value obtained for the frontier orbital gap is 7.67 eV. The HOMO energy comes out at -0.2983 hartree.